{"formula": "C21H39N2O2P3PbS", "method": "ωB97M-V with the def2-TZVPD basis set", "elements": ["P", "C", "H", "H", "H", "C", "H", "H", "H", "C", "H", "H", "H", "P", "C", "H", "H", "H", "C", "H", "H", "H", "C", "H", "H", "H", "P", "C", "H", "H", "H", "C", "H", "H", "H", "C", "H", "H", "H", "Pb", "C", "O", "C", "O", "C", "C", "C", "C", "C", "C", "H", "H", "H", "H", "H", "H", "C", "N", "C", "C", "N", "C", "S", "H", "H", "H", "H", "H", "H"], "coordinates": [[3.811390, -0.266136, 0.455289], [4.680297, -0.636440, 2.014551], [5.746723, -0.871046, 1.962540], [4.181948, -1.478863, 2.509232], [4.575244, 0.242603, 2.663952], [3.919229, -1.815261, -0.585656], [3.520274, -1.587185, -1.597317], [3.260452, -2.568296, -0.125795], [4.933915, -2.248400, -0.712312], [4.896346, 0.778023, -0.625938], [5.942948, 0.462166, -0.727799], [4.908515, 1.821317, -0.270320], [4.439191, 0.750574, -1.636003], [-1.070310, 3.925362, -0.086961], [-1.279687, 5.164240, 1.227413], [-1.662422, 6.142720, 0.947728], [-0.320927, 5.310091, 1.729516], [-1.965146, 4.729918, 1.958750], [0.050617, 4.618044, -1.403396], [-0.000250, 3.968755, -2.303692], [1.079994, 4.567484, -1.013349], [-0.152798, 5.661965, -1.714375], [-2.631192, 3.906429, -1.100148], [-2.998208, 4.898790, -1.414932], [-3.439303, 3.429942, -0.513913], [-2.433843, 3.284561, -2.001291], [-3.003223, -2.309485, 0.561219], [-3.877592, -2.920449, 2.016685], [-4.580942, -3.722379, 1.804845], [-4.441810, -2.097517, 2.466279], [-3.166988, -3.278762, 2.769833], [-4.103362, -2.077139, -0.891357], [-4.857305, -2.870141, -1.030660], [-3.470289, -2.027724, -1.805278], [-4.638522, -1.122634, -0.785825], [-1.986103, -3.680826, -0.182255], [-2.587614, -4.583837, -0.421314], [-1.178582, -3.994071, 0.505026], [-1.523106, -3.286123, -1.122116], [0.135485, -0.019799, -2.586137], [1.791577, 1.856383, 0.119667], [1.641024, 2.524778, 1.074612], [-2.449330, 0.113509, 0.308655], [-2.450502, 0.987613, 1.106816], [-1.284950, -0.182786, -4.552255], [-0.625104, -1.440537, -4.387541], [0.806876, -1.492669, -4.345351], [1.575440, -0.292827, -4.488528], [0.908360, 0.963899, -4.651340], [-0.520188, 1.020024, -4.687002], [-2.375963, -0.155150, -4.648628], [-1.202758, -2.367393, -4.386047], [1.317081, -2.457979, -4.303413], [2.663748, -0.353473, -4.559842], [1.496222, 1.871802, -4.818377], [-1.021885, 1.971134, -4.882800], [0.278983, -3.139429, 4.408885], [0.114286, -1.684834, 4.186145], [-0.164233, -0.747980, 5.186217], [-0.224355, 0.471252, 4.571066], [0.002794, 0.253768, 3.236392], [0.209953, -1.066855, 2.961728], [0.516875, -1.756277, 1.467855], [-0.523512, -3.685905, 3.909635], [1.235888, -3.459480, 3.994015], [0.244874, -3.326974, 5.486246], [-0.289007, -1.039995, 6.242402], [-0.410685, 1.453053, 4.981220], [0.025446, 0.962854, 2.534824]], "atomic_forces_ev_per_a": [[2.60, -1.82, -1.08], [-0.71, 0.34, 0.69], [-0.03, 0.10, -0.62], [-0.03, 0.18, -0.14], [0.05, -0.19, -0.02], [-1.03, -0.15, 0.17], [0.23, -0.08, 0.50], [0.31, 0.09, -0.22], [-0.40, 0.59, 0.32], [-0.88, 1.06, 0.04], [-0.30, -0.41, 0.40], [0.01, -0.30, -0.22], [0.23, 0.15, 0.51], [-0.24, -0.56, -1.30], [0.02, 0.09, 0.08], [-0.03, 0.02, -0.28], [-0.01, -0.04, -0.02], [0.01, 0.04, 0.00], [0.32, 0.33, 0.30], [-0.08, 0.26, 0.45], [-0.23, 0.17, -0.27], [0.02, -0.55, 0.19], [-0.33, 0.01, 0.38], [0.27, -0.36, 0.07], [0.30, 0.18, -0.34], [-0.15, 0.35, 0.46], [-0.53, -2.73, -1.63], [0.16, 0.71, 0.73], [-0.03, -0.15, -0.48], [0.00, -0.06, -0.02], [0.02, 0.09, -0.22], [-0.26, 0.95, 0.04], [0.43, 0.08, 0.34], [-0.35, -0.02, 0.67], [-0.01, -0.28, -0.18], [0.99, 0.29, 0.39], [-0.08, 0.73, 0.15], [-0.36, 0.21, -0.37], [-0.37, -0.37, 0.76], [-0.18, 1.16, 6.52], [-1.01, 3.43, 4.43], [1.04, -3.40, -4.47], [0.31, 5.02, 4.11], [-0.10, -4.82, -4.06], [0.13, -0.19, -1.18], [0.34, 0.12, -1.33], [-0.08, -0.07, -1.56], [-0.34, -0.22, -1.32], [0.03, -0.27, -1.20], [0.12, -0.40, -1.03], [0.36, 0.07, 0.13], [0.13, 0.23, 0.18], [-0.14, 0.24, 0.15], [-0.25, 0.07, 0.19], [-0.19, -0.22, 0.16], [0.10, -0.21, 0.20], [-0.01, 0.35, -0.01], [-0.02, 0.24, -0.26], [0.13, -0.33, -0.38], [0.00, -0.44, 0.35], [-0.02, -0.69, 0.14], [-0.34, 0.77, 2.33], [0.29, -0.03, -1.00], [0.07, 0.08, 0.11], [-0.09, 0.03, 0.13], [0.04, 0.03, -0.31], [0.11, 0.26, -0.86], [0.05, -0.13, -0.06], [-0.01, 0.39, -0.34]], "nbo_charge": [1.192, -0.980, 0.302, 0.271, 0.276, -0.949, 0.203, 0.257, 0.295, -0.957, 0.299, 0.270, 0.226, 0.722, -0.945, 0.263, 0.254, 0.250, -0.926, 0.186, 0.228, 0.263, -0.925, 0.259, 0.236, 0.190, 1.336, -0.996, 0.313, 0.292, 0.283, -0.972, 0.305, 0.229, 0.270, -0.953, 0.299, 0.280, 0.218, 1.381, 0.485, -0.463, 0.477, -0.418, -0.249, -0.188, -0.279, -0.245, -0.238, -0.228, 0.321, 0.305, 0.323, 0.323, 0.328, 0.329, -0.407, -0.311, -0.020, -0.041, -0.490, 0.189, -0.256, 0.217, 0.240, 0.256, 0.281, 0.273, 0.440], "total_charge": 4, "homo_ev": [-17.2, -17.2], "multiplicity": 1, "gap_ha": [0.130, 0.142]}